Computed, not measured: the molecule C3H7N3S at a distorted geometry, with wB97M-V/def2-TZVPD.

**Total energy**: -680.90900 hartree
**Net charge**: 0
**Energy above the lowest of the compared OMol25 structures with the same formula, charge and spin**: 192.3 kJ/mol
**Lowest unoccupied orbital energy**: 0.7 eV
**Frontier orbital gap**: 8.574 eV
**HOMO energy**: -7.90 eV

Element x y z (Å)
N1 -1.9861 -0.4665 0.0254
N2 -0.6105 -0.4062 -0.2526
C1 0.0291 -1.6156 -0.0936
N3 1.3132 -1.7980 -0.0436
S1 2.3877 -0.4571 0.1000
C2 1.3850 0.9918 -0.2902
C3 -0.0037 0.8313 0.2135
H1 -2.1164 -0.1888 0.9927
H2 -2.4565 0.2124 -0.5572
H3 -0.6009 -2.5404 -0.0953
H4 1.4208 1.1466 -1.3931
H5 1.9332 1.7949 0.2076
H6 -0.0799 0.8797 1.3352
H7 -0.6151 1.6159 -0.1489

Cartesian forces (eV/Å) of the 3 atoms listed first:
-0.120 -0.223 0.054
-0.413 -0.065 0.095
1.745 -0.884 -0.357



Computed, not measured: the molecule C3H7N3S at a distorted geometry, with wB97M-V/def2-TZVPD.

**Total energy**: -680.84696 hartree
**Net charge**: 0
**Energy above the lowest of the compared OMol25 structures with the same formula, charge and spin**: 355.2 kJ/mol
**Lowest unoccupied orbital energy**: 0.0 eV
**Frontier orbital gap**: 8.871 eV
**HOMO energy**: -8.87 eV

Element x y z (Å)
C1 2.0840 -0.7260 -0.5802
N1 1.5701 0.5917 -0.3644
C2 0.4381 0.8971 0.1243
N2 -0.1076 2.1556 0.5249
C3 -0.4993 -0.3097 0.3000
N3 0.2300 -1.3451 0.9876
S1 -1.9417 -0.4196 -0.4617
H1 2.9772 -0.9656 0.0969
H2 1.5289 -1.6013 -0.5677
H3 2.5581 -0.5629 -1.5508
H4 0.1932 2.8255 -0.4697
H5 -1.2679 1.8134 0.5006
H6 -0.1947 -2.3104 0.9208
H7 1.2876 -1.4682 1.3563

Cartesian forces (eV/Å) of the 3 atoms listed first:
3.845 1.556 -1.162
-0.660 1.775 1.220
-0.529 -1.808 0.691



Computed, not measured: a structure of composition C3H7N3S at a distorted geometry, with wB97M-V/def2-TZVPD.

**Total energy**: -680.74382 hartree
**Net charge**: 0
**Energy above the lowest of the compared OMol25 structures with the same formula, charge and spin**: 626.0 kJ/mol
**Lowest unoccupied orbital energy**: -0.2 eV
**Frontier orbital gap**: 8.421 eV
**HOMO energy**: -8.59 eV

Element x y z (Å)
C1 0.5123 1.3786 0.7284
C2 0.9005 0.1565 0.1827
C3 -1.5101 -0.8426 0.6362
H1 1.6609 1.7527 1.4013
H2 -0.5664 1.1101 1.4634
H3 0.1525 2.4524 -0.1110
H4 -0.1331 -1.6929 -0.3260
H5 -1.9230 -1.7714 1.1844
H6 -2.9677 0.8590 -1.4391
H7 -1.0348 0.5373 -1.2840
N1 -0.1329 -0.6966 0.1681
N2 -2.5796 -0.3199 0.0540
N3 -2.0652 0.6877 -0.8678
S1 2.4274 -0.3188 -0.3533

Cartesian forces (eV/Å) of the 3 atoms listed first:
-0.723 6.534 3.596
1.324 -2.810 -1.777
-3.555 -0.471 -0.005



Computed, not measured: a structure of composition C3H7N3S2 at a distorted geometry, with wB97M-V/def2-TZVPD.

**Total energy**: -1078.99728 hartree
**Net charge**: 0
**Energy above the lowest of the compared OMol25 structures with the same formula, charge and spin**: 445.3 kJ/mol
**Lowest unoccupied orbital energy**: 0.4 eV
**Frontier orbital gap**: 8.665 eV
**HOMO energy**: -8.31 eV

Element x y z (Å)
C1 0.3063 -0.4595 0.4460
C2 -1.7088 -1.8786 0.1285
C3 -0.1464 -1.8667 0.2182
N1 0.4545 0.3759 1.3267
N2 0.4854 1.6749 1.1962
N3 1.9250 2.7270 -0.6621
S1 -0.2084 0.8702 -1.4388
S2 0.2827 2.3493 -0.2447
H1 -1.9657 -1.3886 1.0243
H2 -2.1014 -2.8100 -0.1488
H3 -2.1091 -1.3517 -0.7524
H4 0.4527 -2.4819 -0.6270
H5 0.0763 -2.4243 1.1656
H6 2.2979 3.3635 -0.1006
H7 1.9589 3.3004 -1.5312

Cartesian forces (eV/Å) of the 3 atoms listed first:
-0.642 -0.459 -1.224
1.821 1.067 -2.294
0.734 -1.605 -0.609



Computed, not measured: a structure of composition C3H7N3S2 at a distorted geometry, with wB97M-V/def2-TZVPD.

**Total energy**: -1079.00471 hartree
**Net charge**: 0
**Energy above the lowest of the compared OMol25 structures with the same formula, charge and spin**: 425.8 kJ/mol
**Lowest unoccupied orbital energy**: 0.1 eV
**Frontier orbital gap**: 8.764 eV
**HOMO energy**: -8.68 eV

Element x y z (Å)
C1 1.3527 -1.1942 0.1047
C2 -0.1310 0.5995 0.0318
C3 -1.9544 -0.9884 -0.5670
H1 1.9180 -1.1041 1.0866
H2 0.4818 -1.6598 0.4771
H3 1.8872 -1.5964 -0.8425
H4 1.5377 0.7339 -0.8036
H5 -1.8708 -0.2915 1.5187
H6 -1.2373 -1.0880 -1.4600
H7 0.8042 4.0119 0.9639
N1 0.8736 -0.0027 -0.5761
N2 -1.2581 -0.2272 0.3363
N3 -0.2140 1.8254 0.1607
S1 -3.4232 -1.7248 -0.5177
S2 1.2336 2.7064 0.0869

Cartesian forces (eV/Å) of the 3 atoms listed first:
2.291 -0.128 -1.782
-2.548 -0.713 -0.133
2.074 0.218 -1.242



Computed, not measured: the ion C3H7N4 with charge +1 at a distorted geometry, with wB97M-V/def2-TZVPD.

**Total energy**: -337.15071 hartree
**Net charge**: +1
**Energy above the lowest of the compared OMol25 structures with the same formula, charge and spin**: 403.1 kJ/mol
**Lowest unoccupied orbital energy**: -4.2 eV
**Frontier orbital gap**: 9.089 eV
**HOMO energy**: -13.30 eV

Element x y z (Å)
N1 2.0651 0.6315 -0.0802
C1 1.0338 -0.4544 0.2227
C2 -0.3082 -0.1777 0.2246
C3 -1.6490 -1.1386 0.0500
N2 -2.6852 -0.1851 -0.0290
N3 -2.2902 0.9794 0.0197
N4 -0.8521 1.0572 0.0781
H1 1.4501 1.5418 -0.3281
H2 2.6052 0.1471 -0.8302
H3 2.7690 0.5841 0.7087
H4 1.6582 -1.3218 0.3561
H5 -1.8392 -2.0030 0.6476
H6 -1.5026 -1.6395 -1.0134
H7 -0.4550 1.9791 -0.0265

Cartesian forces (eV/Å) of the 3 atoms listed first:
-1.534 -0.382 0.182
-0.676 0.464 0.105
0.676 -1.406 -0.550



Computed, not measured: the ion C3H7N4 with charge +1 at a distorted geometry, with wB97M-V/def2-TZVPD.

**Total energy**: -337.26192 hartree
**Net charge**: +1
**Energy above the lowest of the compared OMol25 structures with the same formula, charge and spin**: 111.1 kJ/mol
**Lowest unoccupied orbital energy**: -3.3 eV
**Frontier orbital gap**: 10.365 eV
**HOMO energy**: -13.64 eV

Element x y z (Å)
N1 -0.5806 -2.3181 -0.0510
C1 -0.3640 -1.0563 0.2129
N2 0.6193 -0.7019 1.0143
C2 0.6629 0.7473 0.9251
N3 1.0164 1.3388 -0.4357
C3 -0.4471 1.1817 0.0506
N4 -1.0581 -0.0133 -0.3347
H1 0.2621 -2.9349 0.2178
H2 -1.3117 -2.6289 -0.7264
H3 0.9974 1.3739 1.7763
H4 1.4040 0.7945 -1.1754
H5 1.3808 2.2858 -0.5662
H6 -0.9223 2.1278 0.2069
H7 -1.6592 -0.1964 -1.1143

Cartesian forces (eV/Å) of the 3 atoms listed first:
0.507 -2.724 -0.811
1.804 0.999 1.204
0.342 1.938 -0.363



Computed, not measured: the ion C3H7N4 with charge +1 at a distorted geometry, with wB97M-V/def2-TZVPD.

**Total energy**: -337.24123 hartree
**Net charge**: +1
**Energy above the lowest of the compared OMol25 structures with the same formula, charge and spin**: 165.5 kJ/mol
**Lowest unoccupied orbital energy**: -3.7 eV
**Frontier orbital gap**: 10.075 eV
**HOMO energy**: -13.76 eV

Element x y z (Å)
C1 -1.3685 1.0672 -1.5023
N1 0.0695 0.8281 -1.1525
C2 0.4305 0.0709 -0.1152
N2 1.8565 -0.0647 0.1693
C3 1.8470 -0.8899 1.3513
N3 0.5133 -1.2404 1.6883
N4 -0.3636 -0.6563 0.8140
H1 -2.0466 0.7035 -0.6579
H2 -1.6975 0.5156 -2.4395
H3 -1.4673 2.1975 -1.6651
H4 0.7921 1.2808 -1.7347
H5 2.7105 -1.2528 1.9797
H6 0.1129 -1.8176 2.4327
H7 -1.3888 -0.7419 0.8319

Cartesian forces (eV/Å) of the 3 atoms listed first:
-0.314 0.481 -0.176
-1.496 -0.582 0.367
2.735 -0.808 1.151



Computed, not measured: the molecule C3H7N5 at a distorted geometry, with wB97M-V/def2-TZVPD.

**Total energy**: -392.06746 hartree
**Net charge**: 0
**Energy above the lowest of the compared OMol25 structures with the same formula, charge and spin**: 608.0 kJ/mol
**Lowest unoccupied orbital energy**: 0.0 eV
**Frontier orbital gap**: 8.848 eV
**HOMO energy**: -8.83 eV

Element x y z (Å)
H1 -2.4956 0.9346 1.5785
N1 -1.5166 1.4223 1.7791
C1 -0.5140 1.1241 0.8503
C2 0.9192 1.3856 1.1171
N2 1.6770 0.3427 0.7061
N3 0.8892 -0.7113 0.1642
C3 1.2348 -0.9281 -1.2492
N4 -0.4257 0.0153 -0.0793
N5 -1.6252 -0.5841 -0.2971
H2 1.5805 2.2897 1.3653
H3 0.2096 -1.1841 -1.8160
H4 2.0412 -1.7547 -1.6818
H5 1.6225 0.0883 -1.6910
H6 -2.0833 -1.4421 0.4776
H7 -1.5133 -0.9983 -1.2238

Cartesian forces (eV/Å) of the 3 atoms listed first:
2.891 1.013 -0.083
1.610 -1.321 -4.446
-2.608 -1.612 4.262



Computed, not measured: a structure of composition C3H7NO at a distorted geometry, with wB97M-V/def2-TZVPD.

**Total energy**: -248.37255 hartree
**Net charge**: 0
**Energy above the lowest of the compared OMol25 structures with the same formula, charge and spin**: 404.2 kJ/mol
**Lowest unoccupied orbital energy**: 0.7 eV
**Frontier orbital gap**: 9.246 eV
**HOMO energy**: -8.50 eV

Element x y z (Å)
C1 0.4870 -0.4287 -0.8892
C2 0.7185 -1.0839 0.4784
C3 -0.2392 0.7922 -0.5291
O1 -1.5405 0.0967 0.6328
N1 -0.0767 1.9901 -0.4647
H1 -1.8604 0.7394 1.2782
H2 -0.5423 2.6524 0.1370
H3 1.3672 -0.1611 -1.4912
H4 -0.1965 -1.0431 -1.4826
H5 1.5576 -0.6126 0.9914
H6 0.8869 -2.1553 0.3671
H7 -0.5615 -0.7861 0.9719

Cartesian forces (eV/Å) of the 3 atoms listed first:
-0.499 -0.233 -0.265
-2.050 -0.281 0.744
-1.350 0.694 2.610



Computed, not measured: the molecule C3H7NO at a distorted geometry, with wB97M-V/def2-TZVPD.

**Total energy**: -248.35607 hartree
**Net charge**: 0
**Energy above the lowest of the compared OMol25 structures with the same formula, charge and spin**: 447.5 kJ/mol
**Lowest unoccupied orbital energy**: 0.5 eV
**Frontier orbital gap**: 9.955 eV
**HOMO energy**: -9.50 eV

Element x y z (Å)
O1 -1.2924 -0.8002 -0.2639
C1 -0.9353 0.5235 -0.0797
C2 0.6638 0.6810 -0.3072
C3 1.0658 -0.4238 0.6505
N1 1.4900 -0.5110 -0.7843
H1 -2.4055 -0.9226 0.0427
H2 -0.9918 0.9665 1.0462
H3 -1.7078 1.0836 -0.9030
H4 1.0115 1.6455 -0.4286
H5 1.9914 -0.2042 1.2596
H6 0.2349 -1.0107 1.1083
H7 0.8755 -1.0276 -1.3405

Cartesian forces (eV/Å) of the 3 atoms listed first:
-5.348 -1.770 1.821
-0.815 3.544 -1.689
-2.486 -4.550 1.312



Computed, not measured: the molecule C3H7NO, with wB97M-V/def2-TZVPD.

**Total energy**: -248.38742 hartree
**Net charge**: 0
**Energy above the lowest of the compared OMol25 structures with the same formula, charge and spin**: 365.1 kJ/mol
**Lowest unoccupied orbital energy**: 0.4 eV
**Frontier orbital gap**: 7.611 eV
**HOMO energy**: -7.17 eV

Element x y z (Å)
C1 -1.7331 0.4829 -0.1204
N1 -0.7026 -0.4942 0.5259
C2 0.5417 -0.2716 -0.2311
O1 0.6240 -0.7739 -1.3158
C3 1.6308 0.4813 0.4872
H1 -0.9042 -1.5040 0.5008
H2 -1.9639 -0.0278 -1.0658
H3 -2.6072 0.3054 0.5203
H4 -0.6091 -0.1924 1.4953
H5 1.5000 1.5644 0.3820
H6 2.5870 0.1951 0.0367
H7 1.6412 0.2371 1.5594

Cartesian forces (eV/Å) of the 3 atoms listed first:
-0.131 -0.321 0.037
0.107 -0.142 0.111
0.244 -0.225 -0.390



Computed, not measured: the molecule C3H7NO, with wB97M-V/def2-TZVPD.

**Total energy**: -248.45255 hartree
**Net charge**: 0
**Energy above the lowest of the compared OMol25 structures with the same formula, charge and spin**: 194.1 kJ/mol
**Lowest unoccupied orbital energy**: 1.0 eV
**Frontier orbital gap**: 10.821 eV
**HOMO energy**: -9.77 eV

Element x y z (Å)
O1 1.6172 0.4546 0.8434
C1 1.2015 -0.5934 0.0075
C2 -0.2099 -0.3402 -0.5095
C3 -1.2337 0.0611 0.4727
N1 -0.6185 1.0614 -0.3993
H1 1.1950 1.2498 0.4726
H2 1.1946 -1.5139 0.6052
H3 1.9036 -0.7479 -0.8281
H4 -0.5190 -0.9370 -1.3673
H5 -0.9610 0.1462 1.5208
H6 -2.2660 -0.2102 0.2603
H7 -1.3037 1.3694 -1.0783

Cartesian forces (eV/Å) of the 3 atoms listed first:
0.087 0.180 -0.040
-0.063 -0.305 -0.152
0.060 -0.174 0.069



Computed, not measured: the molecule C3H7NO, with wB97M-V/def2-TZVPD.

**Total energy**: -248.44642 hartree
**Net charge**: 0
**Energy above the lowest of the compared OMol25 structures with the same formula, charge and spin**: 210.2 kJ/mol
**Lowest unoccupied orbital energy**: 1.1 eV
**Frontier orbital gap**: 10.528 eV
**HOMO energy**: -9.46 eV

Element x y z (Å)
C1 1.1111 -0.4921 -0.4463
C2 -0.1736 0.0844 0.0789
C3 -1.0850 0.8208 -0.8589
N1 -0.5611 0.0163 1.2913
O1 0.3571 -0.6723 2.0831
H1 1.1135 -0.4820 -1.5409
H2 1.2383 -1.5149 -0.0852
H3 1.9762 0.0822 -0.0870
H4 -1.4260 0.1483 -1.6549
H5 -0.5553 1.6605 -1.3309
H6 -1.9497 1.2087 -0.3132
H7 0.2797 -0.1931 2.9240

Cartesian forces (eV/Å) of the 3 atoms listed first:
0.042 -0.061 0.023
-0.216 0.147 0.053
-0.067 0.007 -0.018



Computed, not measured: a cluster of 2 separate species, C3H7NO in total at a distorted geometry, with wB97M-V/def2-TZVPD.

**Total energy**: -248.32163 hartree
**Net charge**: 0
**Energy above the lowest of the compared OMol25 structures with the same formula, charge and spin**: 537.9 kJ/mol
**Lowest unoccupied orbital energy (spin up / spin down)**: 0.5 / 0.1 eV
**Frontier orbital gap (spin up / spin down)**: 9.509 / 7.078 eV
**HOMO energy (spin up / spin down)**: -9.04 / -6.93 eV

Element x y z (Å)
C1 -1.2459 -0.2688 0.0004
C2 -2.2084 0.8312 0.0527
C3 2.0048 -0.6776 0.1642
N1 1.5271 0.6504 0.1388
O1 -1.0174 -1.3973 0.0117
H1 -2.2790 1.2228 0.9799
H2 -1.7854 1.6096 -0.5918
H3 -3.2742 0.4585 -0.1882
H4 2.9585 -1.0163 -0.5619
H5 2.6409 -0.9304 1.0711
H6 1.2740 -1.4241 -0.2122
H7 1.4050 0.9419 -0.8648

Cartesian forces (eV/Å) of the 3 atoms listed first:
2.225 2.296 0.329
-1.736 -2.017 -3.330
3.816 -1.905 -1.247



Computed, not measured: a structure of composition C3H7NO at a distorted geometry, with wB97M-V/def2-TZVPD.

**Total energy**: -248.36649 hartree
**Net charge**: 0
**Energy above the lowest of the compared OMol25 structures with the same formula, charge and spin**: 420.1 kJ/mol
**Lowest unoccupied orbital energy**: 0.4 eV
**Frontier orbital gap**: 9.337 eV
**HOMO energy**: -8.96 eV

Element x y z (Å)
C1 1.6486 0.5014 -0.7888
N1 -0.3731 -1.0294 1.5425
C2 -1.2588 -0.2994 0.9151
C3 -1.1863 -0.1934 -0.5210
O1 0.6035 -0.4071 -0.5951
H1 -0.3208 -0.7577 2.5282
H2 -1.9548 0.3555 1.4513
H3 1.3227 1.3278 -1.4368
H4 2.4947 -0.0152 -1.2613
H5 1.9900 0.9104 0.1715
H6 -1.5748 0.7262 -0.9531
H7 -1.3908 -1.1190 -1.0525

Cartesian forces (eV/Å) of the 3 atoms listed first:
-0.999 0.983 -0.122
-1.705 1.478 -0.580
1.653 -0.880 3.088



Computed, not measured: the molecule C3H7NO, with wB97M-V/def2-TZVPD.

**Total energy**: -248.35323 hartree
**Net charge**: 0
**Energy above the lowest of the compared OMol25 structures with the same formula, charge and spin**: 454.9 kJ/mol
**Lowest unoccupied orbital energy**: 0.6 eV
**Frontier orbital gap**: 7.990 eV
**HOMO energy**: -7.38 eV

Element x y z (Å)
C1 -2.0314 0.1124 -0.1075
N1 -0.5998 -0.1614 0.5630
C2 0.5613 -0.0755 -0.2094
O1 0.5427 -0.3441 -1.3902
C3 1.7837 0.3872 0.5404
H1 -1.2517 -1.0378 0.2923
H2 -1.9289 -0.1492 -1.1557
H3 -2.7678 -0.4487 0.4736
H4 -0.5630 0.1747 1.5150
H5 1.8764 1.4731 0.4365
H6 2.6649 -0.0708 0.0896
H7 1.7450 0.1446 1.6057

Cartesian forces (eV/Å) of the 3 atoms listed first:
-0.267 0.158 -0.160
-0.002 -0.005 0.096
0.091 -0.077 -0.275



Computed, not measured: the molecule C3H7NO at a distorted geometry, with wB97M-V/def2-TZVPD.

**Total energy**: -248.37312 hartree
**Net charge**: 0
**Energy above the lowest of the compared OMol25 structures with the same formula, charge and spin**: 402.7 kJ/mol
**Lowest unoccupied orbital energy**: 1.0 eV
**Frontier orbital gap**: 10.209 eV
**HOMO energy**: -9.19 eV

Element x y z (Å)
O1 1.5188 0.4735 0.8711
C1 1.1630 -0.6013 0.0442
C2 -0.2124 -0.3600 -0.5961
C3 -1.2087 0.0700 0.3570
N1 -0.5067 1.0397 -0.7693
H1 1.2043 1.2610 0.3859
H2 1.0901 -1.4935 0.6784
H3 1.9181 -0.7924 -0.7312
H4 -0.5083 -1.0959 -1.3507
H5 -0.8953 0.2620 1.3709
H6 -2.2311 -0.2490 0.1531
H7 -1.4243 1.3587 -0.3352

Cartesian forces (eV/Å) of the 3 atoms listed first:
0.119 0.178 -0.157
-0.002 -0.286 -0.198
-0.060 -0.367 0.283